No. 1
# C3H7ClO2

The molecule C3H7ClO2 (the ωB97M-V functional and the def2-TZVPD basis, the Open Molecules 2025 dataset).

Computed properties:
Orbital gap   10.41 eV
HOMO   -10.00 eV
Structure (SMILES)   OCC(Cl)CO
Multiplicity   1
F_max   3.554 eV Å⁻¹

```
13
Properties=species:S:1:pos:R:3:mulliken_charge:R:1
O -1.195 1.519 -0.256 -0.56
C 0.154 1.360 0.207 -0.67
C 0.731 0.016 -0.399 0.02
Cl 2.518 0.053 -0.120 -0.22
C 0.059 -1.215 0.146 -0.41
O -1.277 -1.049 -0.248 -0.55
H -1.578 0.614 -0.076 0.45
H 0.763 2.204 -0.145 0.34
H 0.223 1.395 1.273 0.32
H 0.690 0.150 -1.455 0.34
H 0.497 -2.070 -0.374 0.28
H 0.232 -1.224 1.212 0.33
H -1.816 -1.753 0.237 0.33
```

---

No. 2
# C3H7ClO2

A cluster of 2 separate species, C3H7ClO2 in total (the ωB97M-V functional and the def2-TZVPD basis, the Open Molecules 2025 dataset).

Computed properties:
Orbital gap (spin up / spin down)   7.94 / 7.94 eV
HOMO (spin up / spin down)   -9.95 / -9.94 eV
Multiplicity   1
F_max   3.910 eV Å⁻¹

```
13
Properties=species:S:1:pos:R:3:mulliken_charge:R:1
C -0.334 1.387 0.319 -1.04
C 0.363 -0.920 -0.391 -1.17
C -0.482 0.234 -0.823 0.61
O -1.781 0.012 -1.161 -0.35
O -2.926 -0.518 0.205 -0.20
Cl -4.246 0.338 0.281 0.09
H -0.367 2.365 -0.096 0.33
H -1.254 1.114 1.012 0.24
H 0.577 1.293 0.930 0.32
H -0.145 -1.506 0.454 0.26
H 1.386 -0.578 -0.085 0.35
H 0.447 -1.635 -1.196 0.34
H -0.095 0.830 -1.782 0.22
```

---

No. 3
# C3H7ClO3S2

A cluster of 2 separate species, C3H7ClO3S2 in total (the ωB97M-V functional and the def2-TZVPD basis, the Open Molecules 2025 dataset).

Computed properties:
Orbital gap (spin up / spin down)   6.95 / 7.72 eV
HOMO (spin up / spin down)   -8.86 / -9.42 eV
Multiplicity   1
F_max   4.070 eV Å⁻¹

```
16
Properties=species:S:1:pos:R:3:mulliken_charge:R:1
C -2.424 1.842 0.604 -0.62
C 1.925 -0.092 -1.276 -1.14
C 0.343 -1.673 0.597 -0.84
O -1.168 0.343 -1.345 -0.51
O 0.568 0.903 0.807 -0.60
O 2.524 -0.424 1.369 -0.61
S -1.564 0.418 0.055 0.79
S 1.397 -0.291 0.470 1.19
Cl -3.180 -1.100 0.313 -0.35
H -2.093 2.879 0.416 0.30
H -3.173 1.734 1.418 0.33
H 2.340 -0.944 -1.592 0.43
H 1.124 0.085 -1.859 0.39
H 2.618 0.654 -1.177 0.39
H 0.483 -2.138 1.497 0.42
H 0.279 -2.196 -0.300 0.42
```

---

Q: Look up the multiplicity of the second one.
A: 1

---

Q: F_max of number 3 (C3H7ClO3S2)?
A: 4.070 eV Å⁻¹